[1]
{
  "formula": "C22H30N6",
  "method": "the ωB97M-V functional and the def2-TZVPD basis",
  "species": ["C", "C", "C", "H", "H", "H", "C", "C", "H", "C", "H", "N", "C", "H", "H", "N", "H", "C", "C", "C", "C", "C", "H", "H", "N", "H", "C", "H", "C", "H", "H", "H", "H", "H", "C", "H", "H", "C", "N", "C", "C", "C", "H", "C", "H", "H", "C", "N", "H", "H", "H", "H", "N", "H", "C", "H", "H", "H"],
  "xyz": [[-0.111, -2.686, -2.021], [3.286, 2.611, -1.463], [-1.065, 0.071, 1.268], [4.262, 2.532, -1.944], [1.314, 3.935, -0.138], [-1.921, -3.798, -0.397], [-3.336, 0.742, 0.828], [-2.991, 0.987, -0.529], [3.736, 4.415, -0.362], [0.131, -3.216, -0.606], [2.771, 3.665, 2.535], [-4.585, 0.934, 1.297], [-1.199, -3.211, 0.175], [0.831, -2.454, -2.514], [1.598, -4.624, -1.335], [1.949, -2.983, 0.963], [-1.412, 0.949, -1.987], [1.537, 1.993, 0.729], [3.390, 3.398, -0.162], [2.745, 1.213, -1.181], [2.085, 4.166, 1.855], [-1.669, 0.754, -0.955], [0.657, -0.224, -1.623], [-0.300, -3.289, 2.147], [2.650, -2.088, 1.510], [-0.922, -4.837, 1.584], [-5.267, 1.645, -0.885], [0.545, 2.015, 1.185], [0.712, -4.629, -0.704], [2.224, 1.463, 1.406], [-3.779, 1.653, -2.424], [1.103, 4.198, 2.321], [0.999, -4.997, 0.275], [4.114, 2.917, 0.498], [-5.499, 1.365, 0.475], [2.605, 3.123, -2.145], [-0.614, -3.456, -2.602], [-2.338, 0.285, 1.714], [2.316, -0.886, 1.066], [-0.718, 0.297, -0.081], [-1.103, -3.766, 1.591], [-4.010, 1.453, -1.387], [-6.486, 1.503, 0.899], [1.349, -1.054, 0.192], [-0.305, -0.274, 1.955], [2.637, 0.664, -2.122], [2.026, 3.428, 0.523], [1.103, -2.394, 0.106], [-1.571, -2.185, 0.219], [-2.036, -3.581, 2.118], [2.431, 5.187, 1.710], [-0.026, -5.297, -1.139], [1.438, 1.320, -0.556], [-2.612, 0.114, 2.743], [0.698, 0.068, -0.566], [-6.074, 2.002, -1.506], [-0.748, -1.805, -2.016], [3.456, 0.668, -0.540]],
  "atomic_forces_ev_per_a": [[0.1005, 0.0453, 0.2108], [0.1474, -0.1712, 0.1142], [-0.2424, 0.0491, 0.1100], [0.0074, 0.0053, -0.0591], [-0.0045, -0.0248, -0.0177], [-0.0284, 0.0334, -0.1033], [0.3538, 0.0456, -0.5616], [-0.1781, -0.0460, 0.3766], [0.0593, 0.0294, 0.0611], [-0.6785, -0.5724, -0.3973], [0.0943, -0.0361, 0.1273], [-0.3159, -0.0311, 0.4658], [0.1455, -0.0169, 0.1336], [0.0793, 0.0159, -0.0747], [0.0951, -0.0283, -0.0468], [-0.2304, -1.0379, -0.1162], [0.0755, 0.0096, -0.1351], [-0.0689, 0.4447, 0.1123], [-0.3182, 0.0649, -0.2462], [0.2196, 0.1633, -0.2832], [-0.0802, -0.1220, -0.2731], [0.2663, -0.1212, 0.1825], [-0.0485, -0.0177, 0.1896], [0.0423, 0.0201, 0.1069], [0.6211, -0.1674, 0.6349], [0.0318, -0.1179, 0.0749], [0.2814, -0.0108, -0.2557], [0.0803, 0.0290, 0.0566], [-0.0316, 0.0940, 0.1220], [-0.0904, 0.1152, 0.0011], [-0.0060, 0.0206, -0.0772], [-0.0952, 0.0398, 0.1160], [-0.0132, -0.1189, -0.0526], [0.0808, 0.0027, 0.0913], [-0.0858, 0.0003, 0.0507], [0.0070, 0.0140, -0.0790], [-0.0580, -0.0615, -0.0054], [0.2364, -0.0449, -0.0240], [-0.2510, 0.8312, -0.3037], [-0.2158, 0.0379, -0.3162], [-0.0590, 0.1073, -0.1912], [-0.2502, 0.0374, 0.0948], [-0.1124, 0.0401, -0.0318], [0.0945, -0.6644, -0.0706], [0.0691, -0.0517, 0.0933], [0.0068, -0.0442, 0.0450], [0.1515, -0.0600, 0.2744], [0.6569, 1.1554, 0.2968], [-0.0276, -0.0809, -0.1200], [-0.0744, -0.0291, 0.0811], [0.0384, 0.1146, 0.0419], [-0.1273, -0.0021, -0.0820], [0.0179, -0.2847, 0.0042], [-0.0472, -0.0117, 0.1182], [-0.1725, 0.2680, -0.2827], [-0.0558, 0.0265, -0.0485], [-0.0489, 0.0996, -0.0312], [-0.0439, 0.0155, -0.1022]],
  "nbo_charge": [-0.62, -0.40, -0.16, 0.21, 0.20, 0.21, 0.22, -0.13, 0.21, 0.13, 0.20, -0.43, -0.40, 0.22, 0.22, -0.07, 0.21, -0.24, -0.40, -0.22, -0.60, -0.12, 0.23, 0.21, -0.06, 0.21, -0.26, 0.21, -0.62, 0.20, 0.21, 0.21, 0.24, 0.20, 0.06, 0.20, 0.23, -0.23, -0.33, -0.05, -0.62, -0.14, 0.19, 0.33, 0.22, 0.19, -0.20, -0.21, 0.22, 0.22, 0.21, 0.21, -0.44, 0.23, -0.11, 0.22, 0.22, 0.19],
  "homo_lumo_gap_ev": 8.6,
  "charge": 0,
  "total_energy_ev": -32241.4431,
  "smiles": "CCC(C)(C)n1nnnc1[C@@H](c1ccc2ncccc2c1)N1CCC[C@H](C)C1",
  "fmax_ha_per_bohr": 0.026
}



[2]
{
  "formula": "C3H5NO",
  "method": "the ωB97M-V functional and the def2-TZVPD basis",
  "species": ["H", "H", "H", "H", "C", "C", "C", "O", "H", "N"],
  "xyz": [[2.731, 0.154, -0.273], [-0.792, -1.565, 0.441], [-0.238, -1.056, -1.181], [-1.677, 0.638, 1.115], [-0.460, -0.725, -0.165], [0.831, -0.054, 0.131], [-1.062, 0.648, 0.210], [0.281, 1.146, 0.535], [-1.554, 1.286, -0.534], [1.940, -0.472, -0.279]],
  "atomic_forces_ev_per_a": [[0.0550, 0.4011, 0.3265], [0.1462, 0.0673, 0.0940], [-1.2809, 0.1500, -0.2018], [0.1215, -0.0885, -0.1434], [-0.1153, -0.1565, -0.0489], [0.4792, -0.4109, -0.4924], [-0.2090, 0.0828, 0.0882], [0.3502, -0.0409, -0.1186], [0.3398, -0.3261, -0.0445], [0.1132, 0.3218, 0.5408]],
  "nbo_charge": [0.36, 0.23, 0.25, 0.19, -0.53, 0.58, -0.07, -0.50, 0.19, -0.70],
  "homo_lumo_gap_ev": 11.1,
  "de_lowest_kj_mol": 141.2,
  "charge": 0,
  "total_energy_ev": -6728.1088,
  "fmax_ha_per_bohr": 0.025
}